The following is a DFT calculation (wB97M-V/def2-TZVPD) of a single CBrIN4 molecule in a non-equilibrium geometry.

- HOMO-LUMO gap (spin up / spin down): 4.88 / 4.87 eV
- Total charge: 0
- Largest force on an atom: 0.048 Eh/bohr
- Relative energy (zero: lowest compared OMol25 entry of this formula, charge and spin): 307.2 kJ/mol
- LUMO energy (spin up / spin down): -0.1918 / -0.1921 hartree

Element x y z (Å)
C1 0.32993 0.00395 0.44054
N1 -0.84223 0.23912 -0.16758
N2 -1.63809 -0.60612 0.39991
N3 -1.02628 -1.27896 1.30156
N4 0.22416 -0.90690 1.41091
Br1 0.93366 1.66810 -2.98710
I1 2.01884 0.88081 -0.39823

Atoms 1-3, force components in eV/Å:
-0.7 0.3 0.0
0.9 1.3 -1.1
-1.4 0.0 -1.0